101
Properties=species:S:1:pos:R:3:mulliken_spin:R:1 method="wB97M-V/def2-TZVPD" max_force_ev_per_a=2.786 e_lumo_ev="-6.003 / -6.876" spin_multiplicity=3 homo_energy_ev="-12.158 / -12.147" orbital_gap_ev="6.15 / 5.27" total_charge=+2 e_above_lowest_kj_mol=0.0
H -2.63 -1.36 2.89 -0.001
H -4.34 -1.79 0.54 0.001
H 4.08 0.23 5.75 0.000
C 3.90 -1.11 -0.98 0.007
H 2.32 0.42 0.04 0.032
C 0.47 4.99 -1.74 0.000
H -9.29 0.10 2.99 0.000
H 1.71 -0.32 -6.84 0.000
W -0.86 -0.01 -0.28 1.658
C 0.53 -0.06 -5.07 0.016
C -3.04 -0.35 2.86 -0.001
C -1.10 2.65 -1.63 -0.015
C 2.58 -1.31 -5.15 0.000
H -5.72 -2.20 2.45 0.000
O -2.16 -1.38 -1.21 0.046
C 1.05 0.39 2.46 0.020
C 5.17 1.00 2.64 0.000
C 1.39 -1.09 -3.06 -0.005
N 3.04 0.07 3.31 0.007
H -2.42 0.31 3.46 -0.001
H 6.15 -2.38 1.22 0.000
H -0.47 0.00 -3.19 0.039
H -8.55 1.66 1.23 0.000
H -7.87 -1.84 3.60 0.000
C -2.99 1.40 -2.01 0.049
H -3.97 2.64 0.48 0.000
C -0.83 -5.69 -1.70 -0.001
H 3.02 4.55 -0.78 -0.001
H -6.41 1.28 0.06 0.000
N 2.16 0.96 2.74 0.004
C -8.34 -0.06 2.49 -0.001
C 2.77 -1.83 -0.59 0.000
C 2.47 -1.58 -3.79 -0.007
C 0.45 -3.23 -1.47 -0.021
C 2.87 -2.75 0.46 0.005
C 6.01 1.07 5.28 0.000
C -3.63 2.47 -2.61 -0.017
H 4.83 0.95 1.61 -0.001
N -1.77 1.49 -1.49 -0.021
S -0.33 1.26 1.81 -0.024
H 3.23 -2.18 -3.31 0.000
H -3.06 2.60 2.01 0.002
S 3.47 -2.49 4.09 -0.002
H -4.72 1.98 1.94 -0.001
H 3.41 -1.72 -5.71 0.000
C 4.08 -2.95 1.10 0.000
C -0.87 -3.40 -1.06 -0.008
C -4.66 -0.75 0.42 -0.004
C 1.14 -4.31 -1.99 -0.001
As -3.12 0.30 1.05 0.020
C 2.84 2.45 -0.35 -0.006
C 1.07 3.76 -1.23 -0.002
H -4.05 -0.36 3.25 0.000
C -3.79 2.08 1.39 -0.006
H 7.83 1.91 4.52 0.000
C 4.75 0.58 4.97 0.000
N -1.33 6.14 -2.67 -0.004
C 4.35 0.56 3.65 0.001
C -2.99 3.69 -2.67 0.041
H -0.24 0.52 -5.58 0.001
C 6.43 1.49 2.95 0.000
C 0.50 -5.54 -2.10 0.000
N 0.72 1.43 -0.76 -0.005
H 5.99 -0.77 -0.66 0.000
H 3.83 -0.38 -1.78 -0.002
Se -0.01 7.30 -2.49 -0.001
H 2.00 -3.31 0.78 0.002
C -6.33 -1.35 2.19 -0.002
C -5.91 -0.48 1.19 -0.001
C 6.85 1.53 4.28 0.000
C 2.63 -1.23 3.48 -0.001
H 7.09 1.84 2.16 0.000
O -1.18 -1.81 0.70 0.074
H -4.62 2.34 -3.03 0.000
C 5.20 -2.23 0.71 -0.002
H 6.33 1.10 6.31 0.000
C 5.11 -1.32 -0.34 0.003
H -3.46 4.56 -3.10 -0.001
C -0.88 5.00 -2.22 -0.001
C 2.39 3.67 -0.79 0.018
C 0.41 -0.34 -3.72 -0.020
C -1.46 -2.18 -0.50 0.010
N 1.11 6.13 -1.79 0.001
C 1.99 1.36 -0.35 -0.024
C -7.54 -1.14 2.84 0.000
C 0.28 2.62 -1.20 0.096
H 1.04 -6.39 -2.50 0.000
H 4.15 -3.66 1.92 0.000
H 3.85 2.33 0.02 0.000
H -2.56 -4.73 -0.85 0.000
P 1.13 -1.54 -1.31 0.055
S 1.00 -1.32 2.85 0.008
H -1.31 -6.65 -1.80 0.000
C -1.69 3.78 -2.18 -0.015
H 2.17 -4.20 -2.31 0.000
C -1.53 -4.62 -1.18 -0.002
H -3.46 0.43 -1.96 0.009
C -7.92 0.82 1.50 0.000
C -6.72 0.61 0.85 -0.001
C 1.62 -0.55 -5.79 0.001
H -4.81 -0.58 -0.65 0.000

18
Properties=species:S:1:pos:R:3:lowdin_charge:R:1 method="wB97M-V/def2-TZVPD" max_force_ev_per_a=0.186 e_lumo_ev=1.199 homo_energy_ev=-9.582 orbital_gap_ev=10.78 total_charge=0 e_above_lowest_kj_mol=171.6
C -0.44 -1.66 0.99 -0.021
C 1.54 0.09 -1.24 -0.262
H -2.44 0.93 0.63 0.074
C -1.69 0.50 1.29 -0.123
H -0.42 -2.74 0.86 0.053
H 2.29 1.63 0.00 0.057
H 0.52 -1.15 1.01 0.045
H -1.98 0.74 2.32 0.074
C 0.23 0.71 -1.63 -0.122
H -2.52 -1.54 1.06 0.091
C -1.58 -0.99 1.10 -0.248
H -0.60 0.05 -1.37 0.058
H -0.73 0.99 1.09 0.059
H 3.37 0.13 -0.19 0.050
H 1.73 -0.91 -1.64 0.097
H 0.08 1.67 -1.12 0.071
C 2.44 0.64 -0.44 -0.026
H 0.19 0.88 -2.71 0.074

153
Properties=species:S:1:pos:R:3:lowdin_charge:R:1 method="wB97M-V/def2-TZVPD" max_force_ev_per_a=4.100 e_lumo_ev=-0.167 homo_energy_ev=-8.443 orbital_gap_ev=8.28 total_charge=0
H 3.32 4.16 1.11 0.082
H -5.95 6.51 -5.55 0.089
H 0.28 3.21 7.00 0.086
O -0.74 -4.63 -0.17 -0.207
H 6.85 -2.55 -1.78 0.083
H -3.85 1.58 6.03 0.088
H 4.07 3.99 -0.47 0.089
H 3.07 -6.77 -0.44 0.100
C 0.63 2.34 -3.76 -0.036
O -4.55 2.30 4.31 -0.198
H -5.14 -1.19 -4.42 0.089
C -4.95 0.32 1.96 -0.074
C -5.85 -1.04 -3.61 -0.038
H 8.55 -2.35 -1.59 0.090
C -4.02 -2.00 -2.34 -0.575
H 4.22 -3.91 -3.74 0.070
C 0.68 2.02 -5.20 -0.562
O 0.72 -4.11 1.86 -0.220
C -3.21 4.52 1.42 -0.141
O 4.83 -2.62 0.14 -0.248
H -4.27 -3.03 3.07 0.089
Cl 1.28 0.49 -0.41 0.634
H -1.31 -0.03 4.90 0.068
H -1.73 -2.57 4.80 0.142
H 1.45 3.01 -3.47 0.091
H -3.16 -3.86 4.11 0.079
H -0.04 -0.56 1.22 0.047
O 1.48 -5.91 0.25 -0.205
C -0.62 2.91 6.46 -0.051
H -5.74 -1.39 -1.50 0.132
P -6.08 3.71 -3.44 0.506
N 1.19 0.76 -5.55 0.010
H -0.38 -1.37 -3.68 0.081
O -6.58 4.82 -2.42 -0.216
C -3.59 -2.46 -0.98 -0.005
H 8.03 -5.60 0.95 0.089
H -1.16 2.70 4.46 0.076
H -6.01 0.07 2.09 0.096
O 0.28 2.86 -5.96 0.062
H -8.39 5.11 -1.46 0.095
Cl -1.82 1.03 -1.56 0.700
O 6.42 -4.32 1.08 -0.243
H 1.66 -2.70 2.98 0.085
O 5.94 -2.19 2.46 -0.233
H -4.02 0.28 4.76 0.077
H -3.90 5.04 0.75 0.093
H 8.38 5.03 0.87 0.095
H -0.32 2.84 -3.53 0.067
C 0.22 -2.03 -3.05 -0.009
H -0.40 -1.18 -0.42 0.041
H 0.09 -0.97 4.77 0.090
H -4.35 -0.17 2.72 0.060
C 0.24 3.90 2.93 0.004
C -3.23 -3.36 3.14 0.017
H 2.92 2.75 0.16 0.042
H 7.36 0.60 0.10 0.088
H 8.46 0.58 1.34 0.097
N 2.21 -3.36 -3.30 0.028
H -3.12 -4.10 2.34 0.068
H -2.67 3.87 0.73 0.082
H -6.77 -1.59 -3.73 0.082
H 0.48 1.47 -3.12 0.005
O -3.87 4.04 2.54 -0.181
C 2.19 -6.28 -0.87 -0.134
H 4.19 -1.10 -1.03 0.088
H -2.45 -5.62 0.02 0.093
C 3.21 -4.22 -3.99 -0.047
H 3.09 -1.36 0.27 0.021
C 4.16 -1.34 0.04 -0.108
O -4.60 3.28 -2.82 -0.204
O -4.80 1.75 1.99 -0.218
H 8.27 -4.12 1.96 0.088
N -5.22 -1.48 -2.36 0.015
O 6.65 3.04 -0.75 -0.216
H -7.34 5.86 -4.66 0.078
O -5.60 4.57 -4.75 -0.205
O -2.35 -1.57 1.96 0.032
O 4.80 2.67 1.00 -0.207
H 2.03 -3.49 -2.32 0.054
H -1.00 -6.64 0.45 0.092
O 1.21 -2.52 -5.11 0.072
H -2.28 0.21 0.62 0.038
H -6.98 5.28 -6.21 0.085
C -6.49 5.59 -5.29 -0.094
H 3.10 -4.06 -5.07 0.077
P 6.30 3.10 0.67 0.388
C -7.46 4.54 -1.38 -0.136
H -1.46 3.51 6.82 0.080
H 7.62 5.85 2.24 0.098
C -0.82 -0.73 4.22 -0.056
C 7.67 -2.73 -1.08 -0.034
H -3.82 -3.51 -0.86 0.084
H -6.14 0.01 -3.64 0.061
C 1.84 -3.69 2.59 -0.087
C -2.29 -2.21 2.98 -0.578
H 1.94 -0.54 -7.07 0.079
O 1.53 -3.39 -0.53 -0.225
O -3.26 -2.17 -3.31 0.017
H 3.07 -5.28 -3.78 0.066
H 2.74 -3.69 1.97 0.088
N -1.62 -1.89 4.06 0.030
C -1.46 -5.65 0.48 -0.113
H -2.50 5.26 1.79 0.093
O -6.99 2.54 -3.66 -0.252
H 6.85 0.07 1.74 0.070
C 1.24 -2.68 -3.94 -0.603
H 0.67 -1.33 -2.35 0.031
H 7.79 -3.81 -1.02 0.076
O 7.36 -2.11 0.25 -0.228
C -1.43 0.66 0.12 -0.639
H 7.32 -5.43 2.58 0.090
H 1.46 0.08 -4.86 0.105
H -5.37 1.03 5.66 0.096
H 1.90 -4.28 3.50 0.095
H -5.25 3.16 -0.84 0.068
C -4.55 2.73 -1.55 -0.195
H 2.45 -5.47 -1.56 0.058
H 4.68 -0.53 0.56 0.075
C -4.42 1.21 5.17 -0.116
N -0.45 3.15 5.03 0.011
C 7.58 -4.91 1.66 -0.095
H 0.52 2.89 2.62 0.081
H -4.81 1.67 -1.48 0.076
H -6.96 4.82 -0.46 0.084
P 0.81 -4.40 0.28 0.520
P -3.72 2.47 2.94 0.496
H 0.85 4.60 2.35 0.083
H 1.74 -7.00 -1.55 0.093
H -1.56 -5.41 1.54 0.069
H 8.13 4.09 2.33 0.086
C 0.38 3.98 4.43 -0.567
H -4.19 -2.01 -0.20 0.052
H -3.53 2.88 -1.20 0.031
P 6.17 -2.73 1.11 0.413
H -0.54 -0.26 3.28 0.080
H -7.69 3.49 -1.19 0.089
C 7.72 4.89 1.72 -0.140
O 7.12 2.07 1.55 -0.185
H -4.75 -0.07 0.96 0.071
C -0.23 -0.29 0.18 -0.597
H -0.84 1.87 6.68 0.065
H -2.53 -2.33 -0.73 0.067
H -0.80 4.06 2.65 0.045
H 2.04 1.26 -7.34 0.077
H -1.28 1.61 0.64 0.048
O 6.44 4.48 1.44 -0.190
C 3.74 3.44 0.40 -0.088
C 7.41 0.82 1.17 -0.176
O 1.11 4.79 4.99 0.033
C 1.46 0.43 -6.94 -0.083
H -0.40 -2.74 -2.51 0.076
O -2.34 1.93 2.95 -0.237
H 0.51 0.50 -7.47 0.082

16
Properties=species:S:1:pos:R:3:lowdin_charge:R:1 method="wB97M-V/def2-TZVPD" max_force_ev_per_a=1.717 e_lumo_ev=0.769 homo_energy_ev=-8.482 orbital_gap_ev=9.25 total_charge=0 e_above_lowest_kj_mol=411.6
C 0.10 -1.03 -1.49 -0.331
C 1.16 -0.38 -0.67 -0.022
H 0.58 -1.80 -2.13 0.119
O -0.87 -1.64 -0.66 -0.062
H -0.71 1.95 -0.31 0.096
H -1.58 -1.95 -1.24 0.089
O 0.69 -0.39 1.49 -0.015
H -1.19 0.11 2.84 0.109
H 1.03 1.95 0.04 0.072
H -0.34 -0.25 -2.10 0.109
H 1.75 -1.16 -0.13 0.111
C 0.16 1.31 0.02 0.024
C -0.04 0.56 1.27 -0.628
H -1.59 1.66 2.15 0.095
H 1.86 0.23 -1.22 0.072
N -1.03 0.83 2.15 0.162

97
Properties=species:S:1:pos:R:3:mulliken_spin:R:1 method="wB97M-V/def2-TZVPD" max_force_ev_per_a=1.979 e_lumo_ev="-9.982 / -10.240" spin_multiplicity=4 homo_energy_ev="-14.541 / -14.541" orbital_gap_ev="4.56 / 4.30" total_charge=+3
C -0.82 -2.52 0.29 0.000
H 3.81 2.87 1.58 -0.002
C 3.46 0.11 2.28 -0.012
H 4.72 3.08 -3.99 0.000
O -0.39 2.23 -0.25 -0.079
C 4.01 2.42 -3.54 0.000
H -1.23 1.60 -2.16 0.004
H -2.45 3.66 6.32 0.000
N 0.30 -1.76 0.45 -0.157
H 2.21 2.53 3.51 -0.001
H -0.14 6.36 3.96 0.000
C 2.14 0.75 -2.33 -0.005
H 0.11 -0.25 5.14 0.001
H 2.28 -4.10 1.80 0.000
C -1.05 3.22 0.12 0.016
H 1.15 -3.33 -2.66 0.000
H -1.00 -1.93 3.28 -0.001
H 0.85 3.07 2.53 0.001
H -4.33 3.48 -4.67 0.000
C 1.30 2.19 2.99 0.014
C 3.14 0.25 -3.18 0.009
H 3.15 -0.75 2.88 0.000
N 1.26 -0.21 -1.82 -0.087
C -2.49 -0.12 -1.87 0.039
H -2.53 -1.98 2.39 0.000
C 0.38 2.43 5.32 0.002
As -0.14 4.37 5.51 0.000
H -2.76 2.75 -3.65 0.001
As -1.47 0.28 2.00 0.003
H -0.28 3.90 -2.33 0.000
C -2.18 1.14 -2.40 0.019
H 1.40 2.38 5.72 0.000
H 4.85 0.64 -4.41 0.000
H -0.18 -2.46 -2.06 0.006
H -0.25 1.94 6.07 0.000
N -1.61 -0.69 -0.95 -0.120
H -0.65 5.61 -2.10 0.000
C 0.78 0.18 4.40 0.013
C 3.00 2.95 -2.73 0.001
H -5.40 -0.60 -3.54 0.000
S 2.93 -1.47 -3.39 0.001
C -2.11 4.33 5.54 0.000
C 0.21 -4.43 1.30 0.013
C 2.08 2.12 -2.11 0.040
H -2.44 -1.08 3.90 -0.003
Cr 0.04 0.12 -0.04 3.031
C 4.08 1.06 -3.77 0.001
C -1.85 5.49 0.08 -0.002
H -3.83 -0.14 1.21 -0.001
O -5.17 3.06 -4.89 0.000
C -5.33 1.80 -4.50 0.000
C -0.26 4.72 -1.62 0.002
C -1.88 -1.35 3.00 -0.010
H -1.82 -4.39 0.62 0.000
C -4.24 1.18 -3.64 -0.003
H 2.96 4.02 -2.60 0.000
H -1.72 3.15 1.00 0.006
C -3.66 -0.75 -2.32 -0.001
H -2.74 -2.45 -0.70 0.000
H 0.80 -0.46 3.51 0.004
C 0.15 5.32 3.79 0.000
H -3.85 0.99 2.57 -0.002
H -3.92 -1.75 -2.02 0.001
H -2.29 5.23 1.04 0.000
H 2.57 3.40 0.42 0.002
C 1.38 -3.68 1.39 -0.001
H 0.78 4.91 -1.33 0.000
H 4.02 0.79 2.92 -0.003
C -3.05 1.78 -3.27 0.006
H 0.19 -5.45 1.64 -0.001
H -2.65 5.74 -0.62 0.000
C 3.14 2.54 0.78 -0.001
H 1.20 5.31 3.51 0.000
O -6.31 1.17 -4.77 -0.001
H -2.47 5.33 5.79 0.000
H 3.75 2.17 -0.04 0.000
C 1.53 -1.38 -2.37 0.019
C -0.90 -3.85 0.73 0.011
C -1.10 1.55 3.49 -0.009
H 1.78 0.20 4.84 0.001
H -1.78 1.25 4.30 -0.002
H -1.40 2.55 3.17 -0.005
C -1.85 -1.89 -0.47 0.044
C 0.34 1.59 4.02 -0.007
H -1.23 6.39 0.19 0.000
H 2.27 -1.76 1.02 0.005
H -2.54 4.04 4.59 0.000
H -0.47 4.93 2.98 0.000
N 0.82 -2.52 -2.16 0.012
C -4.51 -0.11 -3.19 -0.001
N -1.05 4.41 -0.45 0.007
H 1.31 2.53 -1.48 0.021
C 1.37 -2.36 0.97 0.066
H -3.46 1.56 0.92 -0.001
C -3.34 0.74 1.63 0.006
H 4.13 -0.24 1.50 0.000
As 1.98 1.11 1.45 0.095

12
Properties=species:S:1:pos:R:3:mulliken_spin:R:1 method="wB97M-V/def2-TZVPD" max_force_ev_per_a=4.127 e_lumo_ev="0.740 / -1.691" spin_multiplicity=2 homo_energy_ev="-8.931 / -8.905" orbital_gap_ev="9.67 / 7.21" total_charge=0 e_above_lowest_kj_mol=161.9
H 1.58 -1.81 -0.09 0.006
S -2.32 1.19 0.05 0.002
H -0.60 -1.17 0.45 0.003
H 1.95 -0.21 -1.04 0.073
H 0.04 1.65 -0.60 -0.002
C 1.48 -0.68 -0.17 0.001
O 2.09 0.02 0.82 0.874
C -0.39 0.94 0.10 -0.002
H -0.34 -0.78 -1.30 -0.004
H -3.21 0.44 0.86 0.000
H -0.19 0.94 1.18 0.002
C -0.10 -0.51 -0.26 0.045

11
Properties=species:S:1:pos:R:3:lowdin_charge:R:1 method="wB97M-V/def2-TZVPD" max_force_ev_per_a=1.819 e_lumo_ev=-0.016 homo_energy_ev=-8.761 orbital_gap_ev=8.74 total_charge=0 e_above_lowest_kj_mol=330.5
O 2.10 -0.64 -0.83 0.118
C 0.05 1.04 -0.25 -0.052
H -2.08 0.90 0.33 0.115
C 1.04 -0.63 -0.22 -0.543
H 0.10 1.79 -1.04 0.129
O 0.06 -1.57 -0.22 0.073
C -1.22 0.31 0.05 -0.053
H 1.97 0.94 1.07 0.128
C -1.16 -1.01 0.13 -0.105
C 1.06 0.60 0.56 0.061
H -1.91 -1.73 0.44 0.128

11
Properties=species:S:1:pos:R:3:lowdin_charge:R:1 method="wB97M-V/def2-TZVPD" max_force_ev_per_a=4.543 e_lumo_ev="3.849 / 3.849" homo_energy_ev="-4.111 / -4.110" orbital_gap_ev="7.96 / 7.96" total_charge=-1 e_above_lowest_kj_mol=95.0
N 1.12 0.24 -1.04 -0.034
H 1.72 0.66 -0.31 0.076
C 0.29 -0.76 -0.41 -0.347
O -0.32 1.34 1.33 -0.378
H 0.51 0.99 -1.45 0.060
H -0.05 -1.43 -1.11 0.064
C 0.84 -1.42 0.67 -0.301
O -2.47 0.15 1.13 -0.386
S -1.33 0.78 0.45 0.563
O -1.56 1.41 -0.90 -0.424
N 1.23 -1.95 1.64 0.107

15
Properties=species:S:1:pos:R:3:lowdin_charge:R:1 method="wB97M-V/def2-TZVPD" max_force_ev_per_a=0.787 e_lumo_ev=4.388 homo_energy_ev=-4.079 orbital_gap_ev=8.47 total_charge=-1 e_above_lowest_kj_mol=14.7
H 0.99 -2.11 -1.93 0.053
C -0.16 1.48 -0.06 -0.194
H 0.72 0.96 -0.49 0.051
C -0.19 1.31 1.46 -0.186
O -0.61 -1.53 0.85 -0.115
H -0.25 0.24 1.72 0.035
O 1.54 -1.02 0.32 -0.108
H -0.10 2.55 -0.33 0.049
C 0.08 -1.75 -1.42 -0.060
H -1.07 1.83 1.88 0.051
H 0.72 1.74 1.91 0.059
H -1.07 1.05 -0.52 0.063
H -0.71 -2.51 -1.51 0.053
C 0.37 -1.41 0.06 -0.800
H -0.26 -0.83 -1.93 0.049

12
Properties=species:S:1:pos:R:3:lowdin_charge:R:1 method="wB97M-V/def2-TZVPD" max_force_ev_per_a=1.297 e_lumo_ev=0.859 homo_energy_ev=-9.837 orbital_gap_ev=10.70 total_charge=0 e_above_lowest_kj_mol=464.4
H 0.90 2.13 -0.44 0.146
H -1.86 0.20 -0.32 0.102
H 0.12 0.10 -2.31 0.156
H 1.53 -0.76 -0.06 0.154
O 0.52 -1.33 1.96 -0.081
C -0.28 0.19 -1.31 -0.260
H 0.18 -0.42 1.94 0.015
H -0.21 -1.83 1.59 0.049
C 0.33 1.23 -0.41 -0.195
O -1.63 -0.10 -1.22 0.012
C 0.65 -0.14 -0.21 -0.035
O -0.25 0.74 0.78 -0.064

15
Properties=species:S:1:pos:R:3:lowdin_charge:R:1 method="wB97M-V/def2-TZVPD" max_force_ev_per_a=1.727 e_lumo_ev=0.472 homo_energy_ev=-8.662 orbital_gap_ev=9.13 total_charge=0 e_above_lowest_kj_mol=222.0
N 1.08 0.66 -0.61 0.019
H -0.24 2.06 -1.55 0.058
H 2.63 -2.51 1.31 -0.140
C -1.19 -0.01 0.27 -0.181
H -1.66 0.54 -0.56 0.123
N 0.73 -1.38 0.48 -0.393
H 1.27 2.71 -1.03 0.079
S 2.16 -2.17 0.07 0.747
O -1.93 -1.17 0.65 -0.069
H -0.10 -1.98 0.62 0.076
H -1.19 0.65 1.15 0.129
H -2.25 -1.60 -0.17 0.112
C 0.32 -0.20 -0.06 -0.478
H -0.09 2.43 0.15 0.091
C 0.46 1.98 -0.73 -0.172

13
Properties=species:S:1:pos:R:3:lowdin_charge:R:1 method="wB97M-V/def2-TZVPD" max_force_ev_per_a=1.002 e_lumo_ev=0.769 homo_energy_ev=-9.661 orbital_gap_ev=10.43 total_charge=0 e_above_lowest_kj_mol=275.5
C -0.85 1.16 0.56 -0.039
C -0.44 -1.38 -0.36 -0.096
H -1.39 -1.83 -0.07 0.108
N -0.46 -0.23 -1.21 0.019
H -0.35 1.81 1.28 0.065
H -1.84 0.86 0.89 0.081
O 2.24 -0.93 0.69 0.060
C 1.52 0.01 0.46 -0.193
H 0.30 -0.12 -1.86 0.099
H 0.34 -2.09 -0.63 0.107
C 0.02 -0.05 0.17 -0.418
H -1.02 1.76 -0.35 0.081
H 1.94 1.03 0.43 0.125

25
Properties=species:S:1:pos:R:3:lowdin_charge:R:1 method="wB97M-V/def2-TZVPD" max_force_ev_per_a=2.599 e_lumo_ev=0.894 homo_energy_ev=-8.172 orbital_gap_ev=9.07 total_charge=0 e_above_lowest_kj_mol=25.3
H -0.07 1.84 0.90 0.112
H 1.82 0.48 1.83 0.105
H 1.44 -1.17 2.24 0.124
C -0.46 0.90 0.54 -0.024
N -0.41 -1.45 0.37 0.141
C 2.64 -0.69 0.40 -0.196
H -2.97 -0.19 -1.30 0.089
N -2.00 -2.68 -0.72 0.095
H -1.82 2.89 -1.18 0.097
C -1.56 -1.43 -0.28 -0.356
C -2.32 2.37 -0.30 -0.039
C -2.21 -0.19 -0.59 0.007
H -2.75 -2.92 -1.36 0.092
H 2.30 -1.60 -0.08 0.110
H -2.19 3.09 0.57 0.093
H 3.30 1.29 0.01 0.126
F 3.75 0.03 -1.59 -0.074
H 1.86 0.81 -0.97 0.114
C 2.84 0.46 -0.58 -0.177
H -3.32 2.30 -0.63 0.048
C 0.20 -0.33 0.75 -0.285
H -1.54 -3.47 -0.19 0.116
H 3.57 -0.85 0.92 0.112
C -1.64 0.98 -0.17 -0.270
C 1.53 -0.48 1.40 -0.161